(1)
A 2-piece molecular cluster, C4H11NO overall. Source: the Open Molecules 2025 dataset; level of theory: wB97M-V/def2-TZVPD.

Its total energy is -7862.6906 eV. As for the energy relative to the best compared isomer or geometry (same formula, charge and spin): 1.863 eV. The multiplicity is 1. The maximum force comes out at 0.89 eV Å⁻¹. As for the SMILES: C=CC.NCO.

Geometry as XYZ:
```
17
C4H11NO wB97M-V/def2-TZVPD
C -0.93210 1.04297 1.99412
C -0.35064 -0.07603 2.39118
C -1.11890 -1.37147 2.62086
H -0.47313 2.00332 1.94077
H -2.01601 1.10984 1.90835
H 0.68772 -0.15196 2.69595
H -1.94536 -1.16955 3.30824
H -0.44983 -2.08722 3.10726
H -1.51217 -1.83899 1.72394
N 2.00468 0.34511 -3.07267
C 0.86632 0.47987 -2.22239
O -0.30898 -0.19737 -2.66247
H 1.84094 0.53706 -4.05013
H 2.54034 -0.48984 -2.91827
H 0.60762 1.52643 -2.03849
H 1.15291 0.10084 -1.24945
H -0.59343 0.23700 -3.47680
```

---

(2)
A 2-piece molecular cluster, C5H10O overall. Source: the Open Molecules 2025 dataset; level of theory: wB97M-V/def2-TZVPD.

Its total energy is -7393.0990 eV. As for the energy relative to the best compared isomer or geometry (same formula, charge and spin): 1.666 eV. The multiplicity is 1. The maximum force comes out at 0.25 eV Å⁻¹. As for the SMILES: C[C@H]1CCC1=O.[H][H].

Geometry as XYZ:
```
16
C5H10O wB97M-V/def2-TZVPD
C 1.36652 -0.97901 0.18289
C 0.31585 0.09934 0.39706
C 0.54744 1.51723 -0.19863
C -0.85145 1.49149 -0.86758
C -0.94162 0.01645 -0.47518
O -1.65618 -0.88777 -0.80452
H 1.00124 -1.94929 0.53325
H 1.61395 -1.07624 -0.88007
H 2.28744 -0.73959 0.72601
H 0.02667 0.15199 1.45504
H 0.71293 2.31596 0.52892
H 1.36305 1.52904 -0.92703
H -1.60515 2.09763 -0.35435
H -0.91038 1.69357 -1.94156
H -1.62721 -2.82543 1.63657
H -1.64311 -2.45535 0.98919
```

---

(3)
A 9-piece molecular cluster, H19O9 overall. Source: the Open Molecules 2025 dataset; level of theory: wB97M-V/def2-TZVPD.

Its total energy is -18728.8237 eV. As for the energy relative to the best compared isomer or geometry (same formula, charge and spin): 2.861 eV. The multiplicity is 1. Its total charge is +1. The maximum force comes out at 2.55 eV Å⁻¹.

Geometry as XYZ:
```
28
H19O9 wB97M-V/def2-TZVPD
O 0.24414 -2.70766 2.42757
H 1.91267 -0.19180 1.09255
H -1.13339 -0.36940 1.88568
O -0.51199 0.03045 -1.97191
H 0.07200 4.08790 -2.08734
O 1.06942 -1.14248 0.33391
H -1.05740 0.78721 -2.16430
H 0.33171 -0.58447 0.03647
O 0.21538 1.95712 0.43035
H -0.07564 1.38180 -0.29694
H -0.54909 2.45292 0.73270
O -2.80228 -2.91070 0.39107
H -3.51369 -2.64909 0.99036
H -2.93881 -3.86566 0.44400
O -0.40679 3.27755 -2.28843
H 0.73381 -2.01988 0.56378
H -1.29235 3.35085 -1.93147
O -1.15315 -0.09629 0.96588
H -0.38241 -2.28537 3.03322
H -1.73935 -0.73175 0.52280
O 1.81284 0.63669 1.83710
H 2.50486 1.29211 1.61536
H 1.05753 1.35064 1.37113
O 1.75708 0.76543 -2.27589
H 2.58341 1.11985 -2.61412
H 1.09978 1.43724 -2.14645
H 0.88711 -2.84419 3.12660
H 0.01445 -0.34603 -2.67628
```

---

(4)
C23H41NO4Si2 as an isolated structure. Source: the Open Molecules 2025 dataset; level of theory: wB97M-V/def2-TZVPD.

Its total energy is -49953.2386 eV. As for the energy relative to the best compared isomer or geometry (same formula, charge and spin): 0.863 eV. The multiplicity is 1. The maximum force comes out at 2.50 eV Å⁻¹.

Geometry as XYZ:
```
71
C23H41NO4Si2 wB97M-V/def2-TZVPD
C 0.96136 3.27711 1.89205
O -0.35020 3.79671 1.76463
C -1.08465 3.05785 0.78134
C -1.37728 1.59057 1.27382
C -2.86451 1.15334 1.03582
C -2.99567 -0.21913 0.30262
Si -2.49374 -1.71211 1.36870
O -3.39636 -3.03950 0.73759
O -0.84714 -2.12790 1.21718
Si 0.12671 -1.60317 2.53000
C 0.61052 -2.99755 3.74399
N 0.87712 -2.35183 5.07852
C 1.75230 -0.95086 1.74307
C 2.48356 -2.05518 0.89941
C 2.71667 -1.50189 -0.56082
C 4.00815 -0.62441 -0.67478
O 3.85373 0.60665 0.06180
C 4.63111 0.55695 1.26526
H 1.50581 3.20277 0.92764
H 0.93179 2.29136 2.41466
H 1.54150 3.94511 2.56274
H -0.49317 3.05228 -0.16031
H -2.03179 3.62178 0.66115
H -1.18167 1.58578 2.36701
H -0.65020 0.93128 0.74917
H -3.40271 1.16339 2.00379
H -3.31842 1.91538 0.36405
H -2.41023 -0.26881 -0.63678
H -4.06447 -0.37514 0.02555
H -2.91438 -1.57199 2.78046
H -3.10543 -3.81412 1.22487
H -0.44134 -0.47075 3.28503
H -0.18128 -3.76996 3.81981
H 1.54171 -3.52402 3.44559
H -0.04141 -2.19371 5.47885
H 1.36439 -1.47357 4.93178
H 1.46102 -0.09133 1.10773
H 2.43761 -0.65066 2.56792
H 1.89960 -2.99709 0.80274
H 3.47994 -2.32954 1.30024
H 2.85527 -2.32888 -1.29181
H 1.85673 -0.87519 -0.87422
H 4.17013 -0.30120 -1.72818
H 4.92614 -1.17226 -0.37830
H 5.65034 0.95766 1.09844
H 4.66888 -0.47996 1.65592
H 4.12356 1.18305 2.02569
C -6.88300 1.13990 0.64181
C -7.88014 1.64100 1.46927
C -8.62811 2.74115 1.06842
C -8.38467 3.33458 -0.16448
C -7.38962 2.83107 -0.99332
C -6.63583 1.73627 -0.58874
H -6.29768 0.28379 0.95590
H -8.07399 1.17434 2.42741
H -9.40121 3.13580 1.71613
H -8.97079 4.18934 -0.47894
H -7.20113 3.29275 -1.95496
H -5.85634 1.34681 -1.23292
C 6.16726 -2.48841 -5.40763
C 5.17841 -1.97823 -4.57555
C 4.41504 -0.89228 -4.98728
C 4.63468 -0.32258 -6.23558
C 5.62119 -0.83514 -7.06886
C 6.39033 -1.91526 -6.65366
H 6.76424 -3.33276 -5.08531
H 5.00287 -2.42683 -3.60483
H 3.64824 -0.49027 -4.33591
H 4.03669 0.52072 -6.55850
H 5.79120 -0.39189 -8.04249
H 7.16274 -2.31119 -7.30138
```